# 1
Molecular formula: C22H31F6FeN9O7PS2
Method: DFT, ωB97M-V/def2-TZVPD

Output
total charge = +1
relative energy (zero: lowest compared OMol25 entry of this formula, charge and spin) = 0.0 kJ/mol

XYZ file:
```
79
Properties=species:S:1:pos:R:3:forces:R:3:lowdin_charge:R:1
Fe -0.335688 -0.051050 0.261501 0.4 -0.1 -0.2 0.51
C 1.085985 5.023779 -0.973717 0.0 0.0 0.0 -0.01
N 0.468667 3.717537 -1.146613 0.0 0.0 0.0 -0.11
C 0.088880 3.166352 -2.339119 0.0 0.0 0.0 -0.02
C -0.327239 1.896944 -2.065418 0.0 0.0 0.0 -0.08
N -0.206498 1.670639 -0.725749 0.0 0.1 0.0 0.01
C 0.274340 2.780366 -0.190052 0.0 0.0 0.0 -0.44
P 0.709179 2.928889 1.565410 0.0 0.0 0.0 1.20
C 1.791432 1.471308 1.607944 0.0 0.0 0.0 -0.44
N 1.447091 0.286669 1.128585 0.0 0.0 0.1 0.02
C 2.500672 -0.551182 1.356402 0.0 0.0 -0.1 -0.08
C 3.501258 0.151011 1.962979 0.0 0.0 0.0 -0.02
N 3.041865 1.427701 2.123776 0.0 0.0 0.0 -0.11
C 3.802276 2.545650 2.661968 0.0 0.0 0.0 -0.01
C -0.764158 2.067006 2.204071 0.0 0.0 0.0 -0.41
N -1.192227 0.889130 1.774743 0.0 0.1 0.1 0.01
C -2.308994 0.582974 2.493194 0.0 0.0 0.0 -0.08
C -2.559292 1.593551 3.375974 0.0 0.0 0.0 -0.03
N -1.577837 2.526875 3.184956 0.0 0.0 0.0 -0.12
C -1.438670 3.779525 3.915000 0.0 0.0 0.0 -0.02
H 0.928455 5.602226 -1.879419 0.0 0.0 0.0 0.10
H 2.157060 4.918729 -0.805647 0.0 0.0 0.0 0.10
H 0.632462 5.548734 -0.136080 0.0 0.0 0.0 0.08
H 0.173084 3.703033 -3.267501 0.0 0.0 0.0 0.13
H -0.652498 1.131439 -2.747593 0.0 0.0 0.0 0.12
H 2.488009 -1.580875 1.046781 0.0 0.0 0.0 0.10
H 4.489664 -0.141404 2.270834 0.0 0.0 0.0 0.13
H 4.755976 2.170361 3.021271 0.0 0.0 0.0 0.10
H 3.269947 3.008125 3.490584 0.0 0.0 0.0 0.09
H 3.987683 3.287175 1.886677 0.0 0.0 0.0 0.09
H -2.848332 -0.333208 2.330344 0.0 0.0 0.0 0.12
H -3.332625 1.725526 4.112006 0.0 0.0 0.0 0.13
H -2.253407 3.852414 4.629412 0.0 0.0 0.0 0.09
H -1.490287 4.626194 3.233663 0.0 0.0 0.0 0.09
H -0.493566 3.804712 4.453409 0.0 0.0 0.0 0.09
C -0.064479 -5.347182 1.696639 0.0 0.0 0.0 -0.02
N -0.023815 -3.910576 1.939884 0.0 0.0 0.0 -0.12
C 0.726960 -3.480995 3.111942 0.0 0.0 0.0 -0.01
C -0.468207 -3.011637 1.058098 0.0 0.0 0.2 -0.37
O -0.374468 -1.797780 1.287704 0.0 0.0 -0.2 -0.01
C -1.141754 -3.561761 -0.191547 0.1 0.0 0.0 -0.10
O -1.203963 -2.574486 -1.177233 0.1 0.1 0.0 -0.13
C -2.429056 -2.257464 -1.753872 0.0 0.0 0.0 -0.10
C -2.883529 -0.879221 -1.285876 -0.1 0.0 0.1 -0.34
O -2.256597 -0.268494 -0.410729 0.1 0.0 -0.3 -0.01
N -3.997327 -0.367882 -1.817081 0.0 0.0 0.0 -0.12
C -4.818847 -1.039283 -2.812331 0.0 0.0 0.0 -0.02
C -4.461710 0.955646 -1.424732 0.0 0.0 0.0 -0.01
H -0.001195 -5.856014 2.655755 0.0 0.0 0.0 0.10
H -0.998010 -5.648302 1.228014 0.0 0.0 0.0 0.09
H 0.773613 -5.667785 1.073998 0.0 0.0 0.0 0.11
H 0.296794 -3.929479 4.007393 0.0 0.0 0.0 0.10
H 1.767307 -3.800149 3.022856 0.0 0.0 0.0 0.10
H 0.687432 -2.400217 3.189738 0.0 0.0 0.0 0.08
H -0.557693 -4.398341 -0.576588 0.0 0.0 0.0 0.13
H -2.137179 -3.928781 0.087445 0.0 0.0 0.0 0.15
H -2.299846 -2.250066 -2.838141 0.0 0.0 0.0 0.14
H -3.202279 -2.995464 -1.514380 0.0 0.0 0.0 0.14
H -4.420147 -2.011819 -3.077428 0.0 0.0 0.0 0.08
H -5.830552 -1.173532 -2.426703 0.0 0.0 0.0 0.10
H -4.871736 -0.431876 -3.716946 0.0 0.0 0.0 0.10
H -3.806497 1.355844 -0.658997 0.0 0.0 0.0 0.08
H -4.459336 1.618341 -2.291639 0.0 0.0 0.0 0.10
H -5.480049 0.887687 -1.039678 0.0 0.0 0.0 0.10
F 1.971235 -2.563557 -4.306723 0.0 0.0 0.0 0.16
C 1.050665 -2.506863 -3.359429 0.0 0.0 0.0 -0.65
F 0.621347 -3.746909 -3.115080 0.0 0.1 0.0 0.14
F 0.020070 -1.785347 -3.808946 -0.1 0.0 0.0 0.13
S 1.753663 -1.746368 -1.788586 0.1 -0.1 -0.2 0.63
O 0.835300 -0.660555 -1.485181 -0.4 -0.1 0.4 -0.33
O 1.820173 -2.834773 -0.851421 -0.1 0.1 0.1 -0.27
N 3.192526 -1.285338 -2.160400 -0.1 0.0 0.1 -0.28
S 3.487792 -0.099243 -3.180241 0.1 0.1 -0.1 0.59
O 4.671263 -0.381168 -3.918591 0.0 0.0 0.0 -0.24
O 2.315858 0.403397 -3.838849 0.0 0.0 0.0 -0.28
C 4.003076 1.266926 -2.051037 0.0 0.0 0.0 -0.67
F 4.996692 0.897646 -1.245642 0.0 0.0 0.0 0.14
F 4.404179 2.313655 -2.769960 0.0 0.0 0.0 0.14
F 2.979645 1.672694 -1.280048 -0.1 0.0 0.1 0.11
```
Positions in Å, forces in eV/Å.



# 2
Molecular formula: C22H31N3OS2
Method: DFT, ωB97M-V/def2-TZVPD

Output
SMILES = COc1cccc(NC(=S)N(CCCN2CCC[C@@H](C)C2)Cc2cccs2)c1
relative energy (zero: lowest compared OMol25 entry of this formula, charge and spin) = 13.8 kJ/mol

XYZ file:
```
59
Properties=species:S:1:pos:R:3:forces:R:3:lowdin_charge:R:1
C -6.623945 -2.051878 0.167898 -0.1 -0.1 0.2 -0.09
O -6.108678 -1.533105 -1.033721 0.2 0.2 -0.2 -0.08
C -5.119236 -0.601503 -0.972921 0.1 0.1 -0.2 -0.27
C -4.666303 -0.114062 -2.201695 -0.1 -0.1 0.0 -0.01
C -3.675266 0.843135 -2.239962 -0.1 -0.1 0.1 -0.07
C -3.105209 1.325401 -1.073435 -0.1 0.1 0.2 -0.05
C -3.535449 0.827307 0.151578 0.0 -0.1 -0.7 -0.25
N -3.012827 1.276354 1.366306 -0.1 -0.3 0.2 0.05
C -1.872455 1.997595 1.601097 0.1 0.3 0.3 -0.83
S -1.937628 3.157605 2.786474 -0.2 0.3 0.4 0.66
N -0.745629 1.700070 0.918948 -0.4 0.1 -0.1 -0.13
C -0.495817 0.376142 0.378884 -0.1 -0.6 0.0 -0.16
C -0.471680 -0.711807 1.457347 0.1 -0.1 -0.3 -0.14
C 0.398972 -1.875450 0.973554 -0.2 0.2 0.2 -0.19
N 1.749296 -1.403146 0.726164 0.0 -0.3 0.0 -0.19
C 2.596328 -1.464854 1.900870 0.1 0.3 0.1 -0.19
C 3.870723 -0.662406 1.661945 0.1 -0.3 0.1 -0.17
C 4.606543 -1.197618 0.438919 -0.3 0.3 0.0 -0.18
C 3.665743 -1.203211 -0.765205 0.2 -0.4 -0.1 -0.37
C 4.346831 -1.774804 -2.003683 -0.2 0.2 0.2 -0.07
C 2.410386 -2.005524 -0.413423 0.1 0.3 -0.2 -0.17
C 0.439743 2.509140 1.130113 0.1 0.4 0.1 -0.21
C 1.172122 2.730370 -0.148373 -0.1 0.0 -0.3 -0.51
C 2.511510 2.676559 -0.377701 -0.3 0.0 0.2 -0.14
C 2.856834 2.950774 -1.721143 0.0 0.1 -0.3 -0.19
C 1.773099 3.203922 -2.494325 -0.3 0.0 0.0 -0.41
S 0.306649 3.125067 -1.599238 0.5 -0.1 0.3 1.05
C -4.551339 -0.127789 0.200447 -0.1 -0.1 0.1 0.04
H -7.397423 -2.760107 -0.124573 0.0 0.0 0.1 0.09
H -5.853813 -2.576304 0.743192 0.0 0.0 0.0 0.10
H -7.069664 -1.266577 0.786959 0.0 0.0 0.0 0.10
H -5.118156 -0.494559 -3.102956 -0.1 0.0 -0.1 0.12
H -3.342096 1.231262 -3.190288 0.0 0.0 -0.1 0.11
H -2.354048 2.098393 -1.111610 0.1 0.0 0.0 0.08
H -3.694739 1.390322 2.106017 0.2 0.1 -0.1 0.12
H -1.227364 0.126233 -0.391929 0.2 0.0 0.0 0.11
H 0.493525 0.404017 -0.081410 -0.2 0.0 0.0 0.11
H -0.051180 -0.296987 2.374890 0.0 0.0 0.1 0.11
H -1.479021 -1.066220 1.678194 0.0 0.0 0.1 0.11
H 0.375545 -2.694506 1.709396 0.0 0.0 -0.1 0.12
H -0.021347 -2.255568 0.039101 0.0 -0.1 0.0 0.12
H 2.050608 -1.045936 2.749023 0.0 -0.1 0.0 0.12
H 2.859949 -2.510527 2.149672 -0.1 0.0 0.0 0.13
H 3.599143 0.380645 1.493268 0.0 0.1 0.1 0.09
H 4.508309 -0.713896 2.546223 0.0 0.1 0.0 0.11
H 5.484596 -0.584186 0.227734 0.1 0.0 0.0 0.11
H 4.948096 -2.217301 0.634797 0.1 -0.1 0.0 0.12
H 3.355754 -0.172639 -0.969595 -0.1 0.0 0.0 0.13
H 3.673619 -1.750037 -2.857554 0.0 0.0 -0.2 0.08
H 4.645892 -2.806957 -1.831939 0.1 -0.1 0.0 0.08
H 5.235142 -1.197445 -2.248859 0.1 0.0 -0.1 0.08
H 1.721222 -1.990855 -1.261886 0.0 -0.1 0.0 0.13
H 2.692106 -3.057229 -0.218393 0.0 0.0 0.0 0.13
H 1.111948 2.029495 1.853169 0.0 0.0 0.0 0.14
H 0.111426 3.463347 1.558713 0.2 -0.3 0.0 0.06
H 3.234088 2.456451 0.387779 0.1 -0.1 0.2 0.10
H 3.867317 2.951877 -2.088759 0.2 0.0 -0.1 0.10
H 1.736042 3.434475 -3.540194 0.1 0.0 -0.2 0.06
H -4.878788 -0.480939 1.166092 0.0 -0.1 0.1 0.11
```
Positions in Å, forces in eV/Å.



# 3
Molecular formula: C22H31N7O2Zn
Method: DFT, ωB97M-V/def2-TZVPD

Output
total charge = +2

XYZ file:
```
63
Properties=species:S:1:pos:R:3:forces:R:3:lowdin_charge:R:1
Zn 0.212883 -0.000181 0.267731 0.0 0.0 -0.1 0.63
C -2.086821 2.545191 -0.730428 0.1 -0.2 0.0 -0.14
C -2.550905 1.085481 -0.910028 0.1 0.1 0.0 -0.17
N -1.965188 0.123075 0.049469 -0.3 0.0 0.1 -0.08
C -2.483769 -1.242432 -0.187696 0.1 -0.1 0.0 -0.16
C -1.656850 -2.279244 0.568808 -0.1 0.1 -0.1 -0.15
N -0.204334 -2.084098 0.367492 0.0 -0.4 0.0 -0.10
C 0.417948 -2.850705 -0.740343 0.0 0.0 -0.2 -0.18
C -0.085392 -2.583142 -2.160664 0.0 0.2 0.1 -0.14
C -0.153002 -1.130520 -2.670909 0.0 -0.1 0.0 -0.17
N 0.622049 -0.149385 -1.878929 0.2 0.0 -0.3 -0.08
C 0.493129 1.208377 -2.454415 0.0 0.1 0.1 -0.16
C 0.976452 2.267960 -1.468311 -0.1 -0.1 -0.1 -0.15
N 0.380752 2.083992 -0.126963 0.1 0.3 0.0 -0.10
C -0.867711 2.837923 0.148177 -0.2 0.0 -0.1 -0.18
H -2.900232 3.116590 -0.282752 0.0 0.1 0.0 0.12
H -1.932374 2.977508 -1.720471 0.0 0.0 0.0 0.12
H -2.293650 0.732571 -1.906493 0.0 0.0 0.0 0.09
H -3.642121 1.049347 -0.850267 0.0 0.0 0.0 0.13
H -2.291213 0.406234 0.967948 0.0 0.0 0.0 0.09
H -2.445206 -1.434553 -1.258008 0.0 0.0 0.0 0.10
H -3.531049 -1.331807 0.112526 0.0 0.0 0.0 0.14
H -1.974757 -3.282790 0.275323 0.0 0.0 0.0 0.14
H -1.854323 -2.172645 1.637352 0.0 -0.1 0.0 0.12
H 0.246924 -2.440524 1.204854 0.0 0.1 0.0 0.12
H 0.299742 -3.923337 -0.563465 0.0 0.0 0.1 0.13
H 1.488305 -2.636724 -0.685561 0.0 0.0 0.0 0.11
H -1.072960 -3.030552 -2.285823 0.0 0.0 0.0 0.12
H 0.580945 -3.152183 -2.809457 0.0 -0.1 0.0 0.12
H -1.184114 -0.784628 -2.669003 0.0 0.0 0.0 0.09
H 0.173104 -1.106381 -3.714221 0.0 0.0 0.0 0.13
H 1.598275 -0.415931 -1.964592 0.0 0.0 0.0 0.10
H -0.555342 1.369775 -2.695825 0.0 0.0 0.0 0.10
H 1.053371 1.304563 -3.387877 0.0 0.0 0.0 0.14
H 0.767770 3.262273 -1.870970 0.0 0.0 0.0 0.14
H 2.059297 2.178319 -1.359554 0.0 0.1 0.0 0.12
H 1.052709 2.460439 0.535374 0.0 -0.1 0.0 0.12
H -0.677577 3.911826 0.068116 0.0 0.0 0.0 0.13
H -1.112809 2.637508 1.194130 0.0 0.0 0.0 0.11
O 4.450682 0.178605 6.724085 -0.2 0.0 -0.1 0.12
N 3.280654 0.264165 6.433120 0.1 0.0 0.1 -0.32
O 2.374128 0.429376 7.221851 0.1 0.0 -0.1 0.10
C 2.944940 0.160749 4.980234 0.3 -0.1 -0.3 -0.03
C 3.997029 -0.036982 4.160274 0.0 0.0 0.3 0.09
C 3.832062 -0.154497 2.752867 -0.3 0.0 -0.2 -0.11
C 4.933299 -0.354204 1.904126 -0.1 0.0 -0.1 0.05
C 4.716082 -0.450945 0.554800 0.1 0.0 0.0 0.00
C 3.407265 -0.350568 0.084867 -0.1 0.0 0.0 -0.10
N 2.346860 -0.169497 0.856689 0.1 0.0 0.1 0.08
C 2.546685 -0.067595 2.192364 0.4 0.0 0.0 -0.13
C 1.411330 0.137685 3.066128 0.0 0.0 0.3 -0.12
N 0.187393 0.205257 2.487722 0.1 0.0 0.1 0.08
C -0.865137 0.382738 3.268250 0.1 0.0 -0.1 -0.10
C -0.784131 0.517923 4.647900 0.0 0.0 0.1 0.00
C 0.444457 0.460563 5.253784 -0.1 0.0 -0.1 0.06
C 1.597989 0.257186 4.467187 -0.1 0.0 -0.1 -0.03
H 4.988991 -0.106462 4.583701 0.0 0.0 0.0 0.14
H 5.928792 -0.427499 2.322694 0.0 0.0 0.0 0.14
H 5.528136 -0.600482 -0.142263 0.0 0.0 0.0 0.13
H 3.234728 -0.422924 -0.981185 0.0 0.0 0.0 0.11
H -1.835978 0.422027 2.793044 0.0 0.0 0.0 0.10
H -1.684575 0.665932 5.227115 0.0 0.0 0.0 0.13
H 0.521578 0.568288 6.320350 0.1 0.0 0.0 0.12
```
Positions in Å, forces in eV/Å.



In order of appearance, E_HOMO = -11.10; -7.88; -15.19 eV.
In order of appearance, max |F| = 0.0104; 0.0134; 0.0072 Eh/bohr.